1.
104
Properties=species:S:1:pos:R:3 method="wB97M-V/def2-TZVPD" total_charge=-1 relative_energy_kcal_mol=0.0 lumo_energy_ha=0.096 molar_mass_da=791.00 e_tot_ha=-4176.8972 homo_lumo_gap_ev=6.7 homo_ev=-4.08
Ca -0.336 -0.035 -0.797
C -2.839 -4.061 0.538
C -1.430 -4.045 1.144
C -1.349 -4.908 2.402
P -0.809 -2.299 1.276
C -1.338 -1.609 2.930
C -2.860 -1.653 3.078
C -0.627 -2.151 4.169
C 0.997 -2.488 1.427
C 1.692 -3.690 1.297
C 3.078 -3.730 1.337
C 3.782 -2.544 1.516
C 3.111 -1.342 1.631
C 1.709 -1.273 1.564
N 0.995 -0.089 1.527
C 1.207 0.870 2.462
C 1.940 0.652 3.664
C 2.070 1.620 4.636
C 1.477 2.875 4.496
C 0.741 3.112 3.348
C 0.599 2.161 2.338
P -0.437 2.463 0.884
C -1.968 3.240 1.577
C -2.854 3.715 0.424
C -2.685 2.192 2.429
C 0.367 3.821 -0.095
C 1.692 3.292 -0.643
C 0.559 5.160 0.606
H -3.129 -5.088 0.295
H -2.885 -3.469 -0.376
H -3.580 -3.668 1.237
H -0.766 -4.467 0.384
H -2.111 -4.608 3.124
H -0.376 -4.833 2.889
H -1.531 -5.959 2.155
H -1.051 -0.562 2.820
H -3.217 -2.662 3.293
H -3.357 -1.300 2.171
H -3.172 -1.011 3.907
H -0.992 -3.143 4.439
H -0.804 -1.486 5.020
H 0.451 -2.212 4.013
H 1.151 -4.618 1.166
H 3.600 -4.673 1.231
H 4.866 -2.557 1.555
H 3.672 -0.421 1.749
H 2.389 -0.319 3.835
H 2.633 1.385 5.533
H 1.572 3.630 5.266
H 0.243 4.068 3.234
H -1.711 4.092 2.211
H -3.039 2.898 -0.279
H -2.395 4.533 -0.133
H -3.817 4.065 0.805
H -2.965 1.332 1.813
H -3.599 2.607 2.864
H -2.049 1.836 3.242
H -0.311 3.947 -0.945
H 2.384 3.068 0.173
H 2.159 4.034 -1.297
H 1.533 2.386 -1.232
H 1.280 5.071 1.421
H -0.376 5.547 1.017
H 0.944 5.902 -0.099
O -0.577 3.006 -4.263
S -0.579 1.663 -3.727
O 0.580 0.864 -4.082
O -0.876 1.640 -2.287
C -2.007 0.857 -4.502
C -2.460 1.495 -5.650
C -3.529 1.008 -6.385
C -4.168 -0.147 -5.967
C -3.725 -0.794 -4.823
C -2.651 -0.313 -4.079
S -2.284 -1.315 -2.613
O -2.681 -0.533 -1.440
O -3.026 -2.536 -2.806
O -0.825 -1.497 -2.570
H -1.955 2.402 -5.951
H -3.853 1.536 -7.273
H -5.008 -0.552 -6.518
H -4.210 -1.699 -4.489
C 3.006 -2.857 -3.812
C 2.848 -1.375 -4.136
N 3.599 -0.524 -3.212
C 4.723 0.206 -3.773
C 4.284 1.441 -4.555
C 3.059 -0.195 -2.005
C 3.853 0.713 -1.106
N 1.932 -0.631 -1.566
H 2.411 -3.459 -4.500
H 2.673 -3.078 -2.796
H 4.052 -3.161 -3.894
H 1.800 -1.072 -4.149
H 3.226 -1.177 -5.139
H 5.270 -0.477 -4.427
H 5.412 0.484 -2.978
H 3.603 1.164 -5.361
H 5.146 1.955 -4.984
H 3.744 2.135 -3.909
H 4.811 0.259 -0.846
H 3.275 0.861 -0.198
H 4.044 1.681 -1.572
H 1.495 -1.248 -2.245

***

2.
46
Properties=species:S:1:pos:R:3 method="wB97M-V/def2-TZVPD" total_charge=+1 relative_energy_kcal_mol=0.0 lumo_energy_ha=-0.138 molar_mass_da=336.37 e_tot_ha=-1163.1394 homo_lumo_gap_ev=8.5 homo_ev=-12.22
C 2.091 -3.780 -0.245
C 1.264 -4.150 -1.450
O 0.590 -5.136 -1.479
O 1.315 -3.361 -2.567
C 1.547 -1.971 -2.432
C 0.349 -1.214 -1.915
C -0.815 -1.894 -1.562
C -1.892 -1.160 -1.117
C -1.845 0.217 -1.029
C -0.693 0.904 -1.372
C 0.414 0.194 -1.814
C 1.658 0.973 -2.162
C 2.557 1.245 -0.950
N 3.497 0.142 -0.747
C -3.159 0.708 -0.559
O -3.504 1.856 -0.406
N -3.983 -0.430 -0.316
C -3.234 -1.614 -0.676
O -3.673 -2.723 -0.616
H 2.835 -3.008 -0.403
H 1.419 -3.507 0.568
H 2.602 -4.692 0.056
H 2.419 -1.753 -1.818
H 1.777 -1.612 -3.437
H -0.892 -2.968 -1.652
H -0.657 1.987 -1.318
H 2.246 0.441 -2.910
H 1.358 1.925 -2.599
H 1.958 1.344 -0.042
H 3.069 2.200 -1.107
H 4.136 0.093 -1.532
H 4.051 0.275 0.088
H -4.279 -0.485 0.653
C -1.387 1.609 4.438
C -1.088 1.259 3.027
O -0.823 0.209 2.558
N -1.200 2.386 1.982
C -0.763 3.767 2.351
H -1.102 0.764 5.058
H -0.843 2.497 4.761
H -2.458 1.797 4.550
H -2.185 2.396 1.679
H -0.692 2.004 1.175
H -1.427 4.154 3.117
H -0.823 4.390 1.463
H 0.262 3.726 2.708

***

3.
11
Properties=species:S:1:pos:R:3 method="wB97M-V/def2-TZVPD" total_charge=0 relative_energy_kcal_mol=115.0 lumo_energy_ha=0.023 molar_mass_da=87.08 e_tot_ha=-322.3911 homo_lumo_gap_ev=10.7 homo_ev=-10.05
H 1.023 1.823 -2.005
N 1.217 1.025 -1.413
C 0.410 0.574 -0.605
O -0.912 1.207 0.348
C -0.720 0.040 1.165
C -0.115 -0.648 -0.049
O 0.440 -1.900 -0.190
H -1.630 -0.456 1.528
H -0.048 0.263 1.996
H -1.074 -0.088 -0.591
H 1.410 -1.840 -0.185

***

What did the third record say?
11
Properties=species:S:1:pos:R:3 method="wB97M-V/def2-TZVPD" total_charge=0 relative_energy_kcal_mol=115.0 lumo_energy_ha=0.023 molar_mass_da=87.08 e_tot_ha=-322.3911 homo_lumo_gap_ev=10.7 homo_ev=-10.05
H 1.023 1.823 -2.005
N 1.217 1.025 -1.413
C 0.410 0.574 -0.605
O -0.912 1.207 0.348
C -0.720 0.040 1.165
C -0.115 -0.648 -0.049
O 0.440 -1.900 -0.190
H -1.630 -0.456 1.528
H -0.048 0.263 1.996
H -1.074 -0.088 -0.591
H 1.410 -1.840 -0.185